60
Properties=species:S:1:pos:R:3:mulliken_charge:R:1 method="wB97M-V/def2-TZVPD" lumo_energy_ev="2.101 / 2.145" largest_force_ev_per_a=3.9 charge=-1 gap_ev="1.79 / 8.90" s2=0.751 spin_multiplicity=2 e_homo_ev="0.31 / -6.75"
C 11.9074 10.7765 5.2123 -0.008
S 12.6286 11.9229 3.9951 0.329
O 13.2197 12.8942 4.9295 -0.542
C 14.0840 10.9141 3.4530 -1.021
H 11.1998 11.3590 5.8023 -0.394
H 12.7083 10.2255 5.7053 0.194
H 11.3267 10.1155 4.5688 0.470
H 13.7591 9.9086 3.1856 0.202
H 14.6058 10.8926 4.4097 0.167
H 14.8890 11.4124 2.9127 0.571
C 9.4589 13.2762 7.4202 -0.676
S 7.8069 13.1180 8.2108 0.421
O 7.8491 14.1685 9.3869 -0.653
C 7.0845 14.1309 6.8720 -0.873
H 9.5538 14.3434 7.2195 0.140
H 9.5357 12.7487 6.4694 0.084
H 10.2613 13.0288 8.1151 0.438
H 6.0074 14.2464 6.9932 0.420
H 7.2297 13.6981 5.8822 0.331
H 7.4641 15.1499 6.7966 0.151
C 6.7796 14.6286 1.5876 -0.882
S 5.2813 15.6285 1.8618 0.484
O 5.3467 15.9590 3.3381 -0.554
C 3.9610 14.4466 1.6786 -0.911
H 6.5206 14.3924 0.5555 0.446
H 6.7303 13.7677 2.2544 0.243
H 7.7340 15.1180 1.7820 0.061
H 3.1662 14.9020 1.0878 0.317
H 3.8920 14.1772 2.7326 0.346
H 4.3310 13.6219 1.0694 0.302
C 10.5712 14.7038 3.5738 -1.699
S 9.4535 16.1878 3.9828 0.632
O 9.6413 16.2628 5.4715 -0.600
C 10.4135 17.6254 3.1830 -1.053
H 9.9303 13.8898 3.9126 0.413
H 11.5550 14.6894 4.0429 0.571
H 10.5151 14.5130 2.5021 0.264
H 10.3953 17.6700 2.0941 0.361
H 11.4227 17.4310 3.5461 0.307
H 9.9680 18.5202 3.6177 0.358
C 13.5581 14.2724 1.0286 -0.862
S 12.1107 14.1661 -0.1251 0.767
O 10.9477 15.0549 0.2148 -0.635
C 12.9290 14.9452 -1.6125 -0.913
H 14.4873 13.9563 0.5544 0.394
H 13.2140 13.6719 1.8706 -0.186
H 13.6744 15.2888 1.4048 0.377
H 13.1746 14.3313 -2.4790 0.339
H 13.7394 15.5670 -1.2321 0.282
H 12.0701 15.4914 -2.0024 0.310
C 6.0112 18.4995 7.3691 -0.855
S 5.4440 19.4312 5.8715 0.416
O 6.0034 20.8614 6.0971 -0.642
C 6.6200 18.4896 4.7479 -0.949
H 5.6316 17.4982 7.5727 0.319
H 5.7110 19.0372 8.2684 0.368
H 7.0875 18.5520 7.2055 0.253
H 7.6677 18.7836 4.6835 0.404
H 6.3483 18.4954 3.6923 0.462
H 6.4895 17.4108 4.8329 0.190

***

66
Properties=species:S:1:pos:R:3:mulliken_charge:R:1 method="wB97M-V/def2-TZVPD" lumo_energy_ev=-0.321 e_above_lowest_ev=19.8972 largest_force_ev_per_a=10.2 gap_ev=6.64 e_homo_ev=-6.96
C -10.7621 18.1833 13.7929 -1.630
C -11.6501 16.8927 13.9111 1.415
C -11.5517 16.1609 15.3478 -1.233
O -11.2229 14.7208 15.1454 -0.345
C -9.7915 14.5401 14.8481 -1.368
N -12.9642 17.1468 13.3414 -0.643
H -9.7185 17.9962 14.0460 0.390
H -11.1320 18.8126 14.6023 0.379
H -10.5958 18.5382 12.7758 0.348
H -11.2518 16.1427 13.2279 0.266
H -12.5534 16.0273 15.7562 0.165
H -10.7559 16.6198 15.9345 0.659
H -9.0840 15.0854 15.4727 0.493
H -9.4558 14.6984 13.8233 0.278
H -9.5460 13.4787 14.8837 0.510
H -13.2817 16.3097 12.8739 0.658
H -13.6349 17.4464 14.0345 0.451
C -14.5021 12.2835 14.0772 -2.169
C -13.0443 11.7431 13.8877 1.465
C -11.9571 12.3906 14.8485 -0.121
O -12.2394 12.0031 16.1806 -0.457
C -11.1026 12.1107 17.0349 -0.531
N -13.1062 10.3138 13.8859 -0.621
H -15.0124 12.1215 15.0267 0.252
H -15.2438 11.8385 13.4140 0.687
H -14.5072 13.3725 14.0309 0.199
H -12.6199 12.0475 12.9310 1.210
H -12.0087 13.4763 14.7675 0.546
H -10.9594 11.9854 14.6796 0.746
H -11.4726 12.2491 18.0508 0.348
H -10.4931 12.9791 16.7848 0.110
H -10.4182 11.2684 16.9340 0.273
H -12.8971 10.2272 14.8702 0.530
H -12.3627 9.7959 13.4399 0.320
C -14.9873 16.2058 14.5384 -0.597
O -15.1583 15.2497 13.8552 -0.571
N -15.3740 17.3932 14.1783 -0.286
N -14.1473 16.2957 15.6153 -0.456
H -15.7228 17.6125 13.2562 0.236
H -15.2505 18.0553 14.9310 0.227
H -14.0162 15.4385 16.1331 0.423
H -13.8386 17.2414 15.7897 0.458
C -9.8284 12.6678 11.7780 0.246
O -10.3300 12.7665 10.6711 -0.751
N -10.4224 12.4283 12.9082 0.068
N -8.5873 12.6179 11.9616 -0.360
H -9.8657 12.3819 13.7497 0.179
H -11.4302 12.3769 12.9511 -2.000
H -8.2359 12.8221 12.8863 0.181
H -7.9766 12.8182 11.1824 0.310
C -14.5207 11.5098 10.7257 0.225
O -14.7144 10.5801 10.0735 -0.711
N -13.3435 11.7736 11.1421 0.007
N -15.4119 12.2795 11.3082 -0.314
H -12.6121 11.1393 10.8543 0.161
H -13.1137 12.5455 11.7517 0.379
H -16.3846 12.0106 11.3483 0.296
H -15.1497 12.8250 12.1168 0.129
C -12.7552 14.0238 12.5658 -1.744
O -13.6058 13.5502 11.8550 -0.416
N -11.5002 14.2813 12.1773 0.299
N -12.9814 14.4873 13.7465 0.632
H -11.0007 14.6653 12.9667 -0.573
H -11.1797 14.0683 11.2435 0.519
H -12.2767 14.7596 14.4169 0.416
H -13.9563 14.5419 14.0048 -0.190

***

58
Properties=species:S:1:pos:R:3:mulliken_charge:R:1 method="wB97M-V/def2-TZVPD" lumo_energy_ev="-2.651 / -8.730" e_above_lowest_ev=0.0000 largest_force_ev_per_a=4.3 charge=+1 gap_ev="8.92 / 2.84" s2=0.755 spin_multiplicity=2 e_homo_ev="-11.57 / -11.57"
C -27.6266 22.1739 -13.4762 -0.343
O -28.0009 22.2637 -14.8330 -0.481
H -26.5790 22.4485 -13.3534 0.069
H -28.2371 22.7138 -12.7524 0.218
H -27.6175 21.1452 -13.1162 0.355
H -28.0312 23.1991 -15.0468 0.261
C -27.7308 26.6371 -18.4350 -0.556
O -28.8459 26.5202 -17.5808 -0.466
H -27.3879 27.6693 -18.5072 0.279
H -26.9747 26.0056 -17.9686 0.179
H -27.8756 26.2065 -19.4258 0.323
H -29.6193 26.8776 -18.0231 0.280
C -25.2196 29.4678 -11.0978 -0.485
O -26.1073 30.5896 -11.0789 -0.425
H -24.6710 29.4166 -12.0383 0.290
H -24.5177 29.4445 -10.2642 0.357
H -25.7003 28.4912 -11.0404 0.016
H -25.7488 31.3082 -10.5529 0.282
C -23.6752 23.1565 -12.2148 -0.410
O -23.5756 23.0949 -10.7920 -0.505
H -23.8803 24.1710 -12.5566 0.151
H -22.7856 22.7926 -12.7290 0.367
H -24.4396 22.4303 -12.4910 0.079
H -22.6222 23.2015 -10.7578 0.326
C -29.2768 30.9433 -14.1570 -1.573
C -28.4238 32.2225 -14.0062 0.472
C -28.5880 32.7718 -12.5247 -0.592
O -29.8914 32.9396 -12.0332 -0.397
C -29.9214 33.4184 -10.6854 -0.759
N -27.0041 32.0125 -14.1908 -0.766
H -29.0593 30.1849 -13.4050 0.285
H -29.2851 30.4074 -15.1061 0.443
H -30.2963 31.1082 -13.8084 0.474
H -28.7219 33.0152 -14.6923 0.306
H -27.9846 33.6789 -12.4916 0.374
H -28.1515 32.1627 -11.7331 0.246
H -29.8562 32.5241 -10.0657 0.287
H -30.8328 33.9573 -10.4266 0.275
H -29.1084 34.1058 -10.4519 0.322
H -26.8362 31.8631 -13.2061 0.336
H -27.2240 31.1256 -14.6211 0.330
C -26.1353 25.3578 -14.4851 -1.398
C -27.2693 25.8049 -13.5768 0.343
C -27.3583 27.3514 -13.2596 -0.323
O -28.4203 27.7698 -12.3767 -0.210
C -28.4958 27.1339 -11.1855 -0.864
N -28.4775 25.3982 -14.2729 -0.139
H -26.3012 24.3805 -14.9383 0.363
H -25.1570 25.2324 -14.0211 0.170
H -26.2085 26.0070 -15.3576 0.369
H -27.3809 25.2467 -12.6473 0.521
H -27.4927 27.9233 -14.1777 0.351
H -26.3800 27.6781 -12.9071 0.077
H -28.9913 26.1640 -11.1424 0.277
H -28.8946 27.8943 -10.5140 0.329
H -27.5453 26.9124 -10.7002 0.376
H -29.2889 25.5877 -13.7020 0.361
H -28.5782 25.9366 -15.1216 0.174